(1)
This record from OMol25 describes C28H31CaClFN7O2 as an isolated structure. The level of theory is the ωB97M-V functional and the def2-TZVPD basis.

Structure (ORCA input):
```
! wB97M-V def2-TZVPD RIJCOSX def2/J DEFGRID3
* xyz 0 1
Ca 9.663 13.318 6.008
Cl 14.282 6.763 9.332
F 8.925 14.389 4.244
O 11.120 11.259 5.537
O 11.167 12.368 7.480
N 11.001 16.704 6.730
N 12.317 18.505 7.536
N 12.128 17.135 7.251
N 13.100 16.258 7.293
N 11.261 15.438 6.402
N 7.773 11.807 7.310
N 7.759 14.554 7.280
C 12.502 15.210 6.758
C 9.143 11.240 9.719
C 12.228 10.225 7.333
C 5.992 11.671 8.976
C 8.520 17.970 8.495
C 6.900 13.978 8.002
C 8.846 10.170 8.726
C 8.175 9.530 6.511
C 13.769 9.339 8.983
C 7.476 18.124 6.320
C 5.859 14.654 8.854
C 6.642 16.169 5.022
C 11.441 11.338 6.763
C 6.910 12.416 8.029
C 7.877 15.970 7.270
C 8.010 18.716 7.432
C 9.055 7.891 7.961
C 9.292 8.835 8.911
C 8.462 16.584 8.372
C 7.778 9.960 5.121
C 12.812 7.872 7.312
C 7.336 16.726 6.202
C 13.052 10.411 8.461
C 13.617 8.085 8.411
C 8.182 10.471 7.543
C 9.071 15.736 9.471
C 12.136 8.945 6.793
C 8.574 8.221 6.726
H 12.983 14.217 6.677
H 13.088 11.376 8.981
H 8.340 9.312 4.460
H 12.888 18.527 8.354
H 9.097 18.455 9.291
H 11.532 8.853 5.916
H 14.415 9.591 9.813
H 5.921 14.304 9.895
H 5.824 16.835 4.688
H 9.297 12.205 9.254
H 4.830 14.438 8.552
H 9.344 6.882 8.192
H 6.205 10.638 8.958
H 11.366 18.792 7.748
H 6.708 9.808 4.963
H 9.590 16.433 10.099
H 7.366 16.096 4.200
H 7.956 10.995 4.885
H 9.676 8.581 9.893
H 8.278 15.268 10.098
H 6.047 15.753 8.872
H 8.325 11.374 10.446
H 12.659 6.874 6.956
H 7.095 18.792 5.511
H 8.103 19.779 7.463
H 6.186 11.947 10.062
H 10.062 10.936 10.259
H 8.570 7.565 5.901
H 4.931 11.901 8.741
H 9.754 14.993 9.076
H 6.227 15.161 5.150
*
```

Calculated values
Frontier orbital gap, Ha: 0.301
HOMO energy, eV: -8.7290
E_tot, a.u.: -2857.12928
LUMO, eV: -0.5
Strongest force on any atom, hartree/bohr: 0.0469
Energy above the lowest of the compared OMol25 structures with the same formula, charge and spin, eV: 0.0000

***

(2)
This record from OMol25 describes C28H31CeF3N8O2S as an isolated structure. The level of theory is the ωB97M-V functional and the def2-TZVPD basis.

Structure (ORCA input):
```
! wB97M-V def2-TZVPD RIJCOSX def2/J DEFGRID3
* xyz 2 1
Ce -0.248 -0.237 1.597
S -1.770 -2.118 0.257
F -4.573 -5.012 1.233
F -2.733 -6.159 1.253
F -3.004 -4.569 -0.188
O 1.426 -1.044 2.842
O 1.506 1.066 2.188
N -1.506 1.542 2.943
N -1.366 1.416 -0.132
N -3.534 0.396 2.942
N 5.396 -1.376 -3.421
N -1.525 -2.035 2.852
N -2.758 1.036 -0.101
N 1.315 -0.270 -0.393
N 5.025 0.815 -3.622
C 8.119 -0.737 -5.832
C 2.878 0.871 -1.802
C -1.657 -2.450 4.117
C 6.087 0.473 -4.412
C 6.873 1.268 -5.254
C -1.162 3.405 4.424
C -0.754 2.568 3.422
C -5.007 1.174 -0.917
C -2.014 -2.789 1.838
C 1.930 -1.423 -0.704
C -3.123 1.530 -2.526
C -2.744 1.372 3.469
C -2.414 3.184 5.003
C 1.814 0.857 -0.942
C -2.665 -3.996 2.112
C -3.241 -4.927 1.073
C 4.634 -0.296 -3.046
C -3.615 3.248 -0.744
C 3.514 -0.337 -2.133
C -3.207 2.171 4.524
C 3.013 -1.505 -1.548
C -3.609 1.758 -1.089
C -2.798 -4.406 3.431
C 7.365 -1.539 -5.004
C 7.877 0.645 -5.955
C 1.980 0.090 2.833
C -2.287 -3.624 4.456
C 6.342 -0.912 -4.298
H -3.819 3.388 0.320
H -3.011 0.462 -2.728
H -2.373 -3.927 5.489
H 5.311 -2.325 -3.103
H -5.016 0.105 -1.146
H -3.397 0.175 1.969
H -1.345 2.386 0.170
H 6.685 2.329 -5.342
H 0.215 2.699 2.963
H -4.195 1.993 4.927
H -2.794 0.051 -0.343
H -3.847 1.932 -3.233
H -4.394 3.754 -1.312
H 1.340 1.786 -0.645
H -0.521 4.207 4.757
H 8.500 1.222 -6.624
H 3.248 1.790 -2.235
H 7.558 -2.599 -4.912
H 3.450 -2.473 -1.749
H -4.489 0.356 3.256
H 8.918 -1.182 -6.410
H -5.358 1.317 0.106
H -1.241 -1.795 4.874
H -2.767 3.818 5.805
H -3.301 -5.340 3.647
H -2.173 2.031 -2.729
H -1.023 1.400 -1.093
H -5.702 1.669 -1.592
H -2.669 3.733 -0.994
H 1.527 -2.322 -0.248
H 2.906 0.238 3.403
*
```

Calculated values
Frontier orbital gap (spin up / spin down), Ha: 0.157 / 0.157
HOMO energy (spin up / spin down), eV: -12.4662 / -12.4662
E_tot, a.u.: -2846.67301
LUMO (spin up / spin down), eV: -8.2 / -8.2
Strongest force on any atom, hartree/bohr: 0.0512
Energy above the lowest of the compared OMol25 structures with the same formula, charge and spin, eV: 0.0000

***

(3)
This record from OMol25 describes C28H31FeOSi as an isolated structure. The level of theory is the ωB97M-V functional and the def2-TZVPD basis.

Structure (ORCA input):
```
! wB97M-V def2-TZVPD RIJCOSX def2/J DEFGRID3
* xyz -1 5
Fe -1.179 3.702 -1.739
Si 1.756 -1.740 3.174
O 1.956 -0.794 1.686
C 3.507 -2.203 3.710
C -0.600 5.260 -0.709
C -1.713 2.140 -2.839
C 1.532 -4.358 -1.260
C -2.814 4.597 -1.174
C -3.224 -1.417 -1.697
C 0.967 -0.497 4.328
C 2.711 -4.847 -0.701
C 3.300 -2.677 0.106
C -1.638 -0.034 -0.615
C 0.727 -3.251 2.780
C -1.429 3.226 -3.671
C -0.930 4.151 0.161
C -0.061 3.656 -3.412
C -0.555 1.026 -0.641
C 0.494 2.804 -2.451
C 3.621 -4.015 -0.058
C 2.003 -2.178 -0.232
C -1.762 5.542 -1.541
C -2.044 -0.446 0.675
C 1.176 -3.016 -1.042
C 0.790 0.252 -0.210
C -0.547 1.878 -1.947
C -2.298 3.733 -0.135
C -2.100 -0.609 -1.773
C 1.518 -0.937 0.377
C -3.724 -1.801 -0.444
C -3.062 -1.383 0.759
H 0.267 -2.545 -1.423
H 0.843 -4.980 -1.841
H 1.502 2.827 -2.109
H -1.607 -0.399 -2.722
H 1.261 0.371 -1.259
H 4.088 -2.006 0.510
H -3.284 -1.851 1.734
H -2.841 2.961 0.396
H -2.036 3.675 -4.465
H 4.156 -1.302 3.674
H -1.026 1.817 0.148
H 3.515 -2.602 4.744
H -1.853 6.379 -2.218
H 0.505 -3.801 3.710
H -2.668 1.645 -2.942
H 0.340 5.796 -0.681
H 4.560 -4.427 0.353
H -0.233 -2.974 2.317
H 0.878 -0.918 5.342
H -4.427 -2.640 -0.371
H -3.831 4.576 -1.549
H 1.250 -3.947 2.104
H 3.930 -2.978 3.036
H -1.553 -0.043 1.573
H 1.593 0.415 4.370
H -3.618 -1.854 -2.609
H -0.292 3.754 0.937
H 0.404 4.418 -4.010
H -0.039 -0.214 3.965
H 2.930 -5.915 -0.854
H 0.910 0.999 0.673
*
```

Calculated values
Frontier orbital gap (spin up / spin down), Ha: 0.069 / 0.301
HOMO energy (spin up / spin down), eV: 0.7852 / -5.7751
E_tot, a.u.: -2713.74352
LUMO (spin up / spin down), eV: 2.7 / 2.4
Strongest force on any atom, hartree/bohr: 0.0652
Energy above the lowest of the compared OMol25 structures with the same formula, charge and spin, eV: 1.8215

***

(4)
This record from OMol25 describes C28H31N5O2S6Tl as an isolated structure. The level of theory is the ωB97M-V functional and the def2-TZVPD basis.

Structure (ORCA input):
```
! wB97M-V def2-TZVPD RIJCOSX def2/J DEFGRID3
* xyz -1 1
Tl 2.561 -0.865 0.608
S 2.756 -2.341 3.381
S 2.171 2.267 0.264
S 5.454 -2.294 1.321
S 6.794 -0.782 3.495
S 4.440 -0.745 5.229
S 2.465 0.240 -2.176
O 6.761 0.309 5.892
O 1.897 -3.040 -0.981
N 0.271 1.424 -3.154
N 0.156 3.376 -1.169
N -2.169 -0.416 2.082
N 0.958 -4.652 0.341
N -0.028 -0.627 1.672
C -2.678 -2.614 -3.285
C 0.964 -6.020 0.799
C 4.251 -1.615 3.699
C 1.840 -4.186 -0.561
C -0.912 3.264 -2.131
C -1.549 -0.544 3.303
C -1.492 -0.398 -0.334
C 5.358 -1.616 2.863
C -3.055 -1.462 -3.962
C -1.207 -0.463 1.124
C -3.242 4.406 1.811
C 1.112 2.348 -1.065
C -0.528 4.049 2.256
C 0.248 0.410 -4.196
C -0.404 2.662 -3.419
C -0.011 -3.764 0.954
C -0.413 -1.803 -3.173
C -2.769 4.250 3.104
C -2.108 -0.491 -4.252
C -0.010 4.446 -0.191
C -0.224 -0.665 3.031
C -1.413 4.055 3.324
C -2.351 4.425 0.746
C -0.777 -0.658 -3.877
C 1.221 1.398 -2.130
C -0.983 4.272 0.960
C 6.132 -0.282 5.048
C -1.360 -2.774 -2.881
H -3.458 4.287 3.941
H 0.528 3.887 2.421
H 0.100 -6.565 0.405
H 1.877 -6.520 0.480
H -1.739 2.653 -1.744
H -3.144 -0.224 1.939
H -3.412 -3.385 -3.082
H 1.238 -0.038 -4.252
H -1.025 -4.137 0.784
H 0.103 -2.782 0.510
H -0.349 5.317 -0.761
H -2.288 0.320 -0.537
H -1.067 -3.664 -2.335
H -1.303 4.266 -2.335
H -2.405 0.400 -4.795
H -4.302 4.545 1.630
H -4.084 -1.324 -4.270
H 0.916 -6.039 1.889
H 0.613 -1.931 -2.851
H -1.249 2.470 -4.082
H 2.530 -4.967 -0.921
H -2.090 -0.529 4.232
H -0.588 -0.102 -0.864
H 0.008 0.881 -5.154
H -2.726 4.596 -0.257
H -1.039 3.915 4.329
H 0.172 -3.679 2.028
H -1.804 -1.371 -0.721
H 0.610 -0.790 3.701
H 0.270 3.379 -3.912
H 0.979 4.650 0.214
*
```

Calculated values
Frontier orbital gap (spin up / spin down), Ha: 0.222 / 0.171
HOMO energy (spin up / spin down), eV: -3.8474 / -3.0839
E_tot, a.u.: -4071.55864
LUMO (spin up / spin down), eV: 2.2 / 1.6
Strongest force on any atom, hartree/bohr: 0.0145

***

(5)
This record from OMol25 describes C28H32F6N10O5S2Ti as an isolated structure. The level of theory is the ωB97M-V functional and the def2-TZVPD basis.

Structure (ORCA input):
```
! wB97M-V def2-TZVPD RIJCOSX def2/J DEFGRID3
* xyz 0 1
Ti -0.260 -1.116 0.058
S -1.211 -3.423 -2.074
S 1.275 -4.653 -2.478
F 2.352 -2.605 -1.109
F 3.340 -3.058 -2.977
F -3.943 -2.783 -0.168
F 3.602 -4.359 -1.265
F -4.353 -4.812 -0.902
F -2.805 -4.520 0.619
O 1.897 -5.428 -3.513
O -0.645 -2.705 -0.692
O -1.033 1.973 -3.698
O 0.910 -5.315 -1.234
O -1.887 -2.324 -2.789
N -1.795 -0.071 -0.993
N 0.851 -2.086 1.561
N -0.168 4.805 -1.869
N 0.880 -0.298 -1.529
N 0.707 0.394 0.965
N 0.007 3.933 0.312
N -1.840 -1.834 1.694
N -2.174 0.982 1.597
N 0.213 -3.654 -3.016
N -0.543 2.603 -1.528
C 0.984 -3.382 1.739
C 0.981 1.038 3.366
C 0.068 6.193 -1.534
C -0.213 3.771 -1.012
C -3.155 0.333 -0.585
C 1.291 -1.707 3.918
C 1.326 -3.926 2.995
C -3.120 1.353 0.553
C 3.596 2.221 -1.491
C 1.202 0.574 4.690
C -0.735 2.813 -2.885
C -3.282 -4.011 -0.629
C 0.865 -0.653 -2.804
C 2.713 -3.620 -1.938
C -0.517 4.301 -3.186
C 1.753 -0.103 -3.742
C 1.762 0.678 -1.127
C 1.719 1.032 0.253
C 3.594 2.508 -0.159
C 2.657 0.833 -3.348
C 2.681 1.263 -1.997
C 1.472 -3.107 4.073
C 0.891 0.143 2.340
C 1.021 -1.245 2.630
C 1.368 -0.753 4.964
C -2.722 0.240 2.717
C -3.022 -1.191 2.298
C 2.666 1.907 0.724
H 4.310 2.680 -2.164
H 1.074 6.345 -1.134
H 1.701 -0.449 -4.765
H 0.513 4.751 0.610
H 0.160 -1.413 -3.114
H 1.462 -4.995 3.079
H 1.258 1.295 5.495
H 0.240 3.072 0.786
H -4.136 1.476 0.949
H 2.725 2.127 1.782
H 0.865 2.100 3.186
H -2.802 2.313 0.143
H 1.725 -3.509 5.047
H 0.284 4.447 -3.912
H -1.895 -0.724 -1.800
H -0.661 6.557 -0.807
H -1.692 1.803 1.935
H -3.824 -1.201 1.567
H -3.363 -1.751 3.169
H 1.553 -1.089 5.976
H 3.370 1.252 -4.049
H -2.154 -2.630 1.123
H -3.701 -0.562 -0.302
H -1.292 -2.238 2.443
H -3.643 0.686 3.117
H -1.317 0.768 -1.338
H -3.672 0.784 -1.433
H 0.800 -4.022 0.876
H -1.970 0.235 3.512
H -1.434 4.750 -3.570
H -0.023 6.786 -2.440
H 4.317 3.208 0.241
*
```

Calculated values
Frontier orbital gap (spin up / spin down), Ha: 0.156 / 0.156
HOMO energy (spin up / spin down), eV: -5.9773 / -5.9767
E_tot, a.u.: -4255.07094
LUMO (spin up / spin down), eV: -1.7 / -1.7
Strongest force on any atom, hartree/bohr: 0.0548

***

(6)
This record from OMol25 describes one molecule with the formula C28H32N2O8. The level of theory is the ωB97M-V functional and the def2-TZVPD basis.

Structure (ORCA input):
```
! wB97M-V def2-TZVPD RIJCOSX def2/J DEFGRID3
* xyz 0 1
O -1.233 1.838 -2.718
O 5.067 0.190 -0.313
O -1.914 -1.494 -1.305
O 1.765 3.890 0.992
O 5.696 -2.567 0.047
O -3.623 -3.723 -0.931
O 1.040 0.154 -1.828
O -0.049 -1.084 2.224
N -2.033 1.264 -0.660
N -0.930 3.771 0.106
C -4.187 -1.784 2.152
C -1.122 1.269 -1.652
C 1.855 -1.153 0.749
C -2.673 -1.676 -0.189
C -2.257 4.221 -0.277
C 0.117 4.295 -0.755
C 3.441 -2.961 0.643
C 0.067 0.442 -1.168
C -4.469 -4.826 -0.723
C 6.690 -1.569 -0.046
C -1.658 0.512 0.515
C -2.591 -0.654 0.764
C -0.253 0.062 0.203
C 2.845 -0.265 0.353
C 4.437 -2.075 0.252
C 4.130 -0.717 0.093
C 2.163 -2.506 0.895
C -3.542 -2.761 0.041
C -0.602 4.065 1.487
C 0.488 -0.696 1.039
C 1.451 3.663 -0.365
C -3.353 -0.710 1.921
C 6.197 -0.408 -0.909
C -1.434 -2.591 -2.050
C -3.340 3.216 0.120
C -3.292 1.950 -0.743
C 0.738 3.411 1.825
C -4.279 -2.801 1.218
H 3.695 -4.004 0.744
H -1.041 -3.376 -1.399
H 1.393 -3.210 1.178
H -2.488 5.207 0.165
H -4.093 1.266 -0.440
H 2.644 0.787 0.240
H 0.643 2.319 1.711
H -4.358 -5.447 -1.611
H -0.524 5.156 1.661
H -2.273 4.329 -1.364
H -4.774 -1.837 3.055
H -3.274 0.085 2.647
H 6.934 -1.194 0.958
H 7.568 -2.046 -0.482
H -3.238 2.949 1.173
H -0.624 -2.186 -2.658
H -3.426 2.218 -1.794
H 5.937 -0.783 -1.908
H -1.668 1.161 1.400
H 1.401 2.584 -0.563
H -1.377 3.667 2.144
H 1.038 3.646 2.848
H -4.318 3.681 -0.012
H 6.953 0.372 -0.993
H 2.268 4.098 -0.943
H -4.944 -3.627 1.411
H 0.195 5.395 -0.672
H -0.110 4.029 -1.789
H 0.594 -1.614 2.714
H -4.173 -5.403 0.159
H -2.207 -3.010 -2.698
H -5.515 -4.520 -0.625
*
```

Calculated values
Frontier orbital gap, Ha: 0.307
HOMO energy, eV: -8.1677
E_tot, a.u.: -1797.55758
SMILES string: COc1cccc([C@H]2/C(=C(\O)c3ccc4c(c3)OCCO4)C(=O)C(=O)N2CCCN2CCOCC2)c1OC
LUMO, eV: 0.2
Strongest force on any atom, hartree/bohr: 0.0150
Energy above the lowest of the compared OMol25 structures with the same formula, charge and spin, eV: 0.0000